(1)
The following is a quantum chemistry calculation of C38H58ClF6IN5O20Si as an isolated structure, from OMol25.

XYZ file:
```
130
Properties=species:S:1:pos:R:3:forces:R:3
C -4.549027 -2.681550 2.235928 -0.037 0.384 0.398
C -5.154250 -1.341145 1.672786 0.552 -1.680 -0.024
C -4.799182 -1.263976 0.139966 -0.315 1.107 0.641
C -4.133146 0.130004 -0.229871 -3.734 -1.172 0.096
O -2.751551 -0.066114 -0.165255 -0.093 0.804 -0.604
C -1.710621 0.739596 -0.612045 2.734 -2.880 -0.168
C -0.731298 -0.364526 -1.276884 0.793 -0.394 -0.030
N -0.029143 0.045654 -2.496335 -0.771 0.016 -0.254
C 0.562104 -1.134004 -3.160263 -0.445 -0.003 -0.462
N -1.876812 1.704706 -1.714408 0.665 1.373 1.292
C -2.818486 1.547938 -2.799582 -2.420 0.181 -1.359
C -2.924970 0.244957 -3.613628 0.338 -0.370 -1.465
O -3.366868 -0.915380 -2.914870 0.190 0.162 0.312
C -3.421948 -2.043067 -3.702993 -1.241 1.455 -1.207
O -2.812678 -3.007928 -3.475079 1.151 -1.726 0.912
C -1.084345 2.775873 -1.689134 -1.164 0.377 1.390
N -1.476656 3.935881 -2.282216 0.743 -0.326 -2.182
N 0.091456 2.851145 -0.918274 -2.617 -1.270 -0.483
N 1.067512 3.597026 -1.492349 0.249 0.150 0.688
C 1.256507 4.965056 -1.166667 -1.791 0.112 0.672
O 2.298739 5.434834 -1.142867 3.464 1.240 -0.500
F 0.211389 5.769610 -0.844377 -0.592 -1.647 -0.162
C 1.544827 3.271413 -2.799053 0.586 -0.339 0.320
O 1.214785 3.909849 -3.708674 -0.812 1.663 -2.169
F 2.405071 2.286004 -3.027570 -0.409 -0.376 1.587
C 0.270940 2.147438 0.346047 0.481 -0.357 1.111
Cl 0.568994 3.435832 1.675278 -0.203 -0.014 -0.713
Si 2.023064 1.331589 0.512316 3.870 -0.304 1.090
C 3.424026 2.636277 0.180327 -0.693 0.288 -1.152
C 2.610997 -0.066195 -0.596749 -0.416 -0.588 -0.103
C 2.607162 0.922269 2.287808 -0.971 -0.607 0.418
C -1.061700 1.383596 0.691026 -1.576 2.134 0.166
C -2.106728 2.419973 1.365051 -1.068 0.492 -0.453
C -2.394802 3.860094 0.838599 -0.344 0.652 1.629
C -2.785162 4.748997 2.092819 0.811 0.279 -0.811
I -4.259086 3.905606 -0.337797 0.509 0.219 -0.019
C -1.001001 0.367871 1.882766 -0.245 -1.139 2.445
F -2.245235 0.220650 2.503781 0.068 0.249 -1.521
F -0.307259 0.854180 2.968639 0.671 0.267 -1.410
C -0.633897 -1.133609 1.739910 -0.668 -2.457 0.056
F 0.661369 -1.475422 1.511020 -0.164 1.004 -0.081
F -0.956982 -1.758736 2.924528 0.363 0.738 -0.438
H -4.448644 -2.669674 3.340556 -0.119 0.014 -0.617
H -3.537402 -2.870189 1.815361 -0.536 0.134 0.257
H -5.194982 -3.546974 1.991524 0.364 0.502 -0.004
H -4.784074 -0.471793 2.247681 -0.055 -0.395 -0.399
H -6.247528 -1.424961 1.841594 0.571 0.386 -0.267
H -4.107551 -2.073745 -0.162304 -0.441 0.385 0.116
H -5.760520 -1.369260 -0.408808 0.785 0.088 -0.007
H -4.614103 0.371838 -1.203632 1.307 0.096 0.224
H -4.631959 0.828512 0.484427 1.215 -0.004 -0.239
H -1.336409 -1.251294 -1.566484 0.041 0.815 0.311
H 0.042126 -0.757283 -0.584897 -0.584 0.413 0.151
H 0.634845 0.797246 -2.363197 0.248 -0.612 0.313
H 0.675302 -1.981456 -2.452974 0.439 0.556 -0.410
H -0.120141 -1.505158 -3.962743 0.361 0.311 0.469
H 1.515141 -0.843605 -3.631270 -0.400 -0.421 0.353
H -2.637153 2.289990 -3.605694 0.328 -0.416 0.761
H -3.847912 1.820782 -2.472920 0.778 -0.259 0.160
H -1.984507 -0.006668 -4.154708 -0.327 0.380 0.682
H -3.660761 0.453045 -4.433283 0.339 0.216 0.672
H -4.094445 -1.998803 -4.597098 0.162 0.523 0.504
H -1.490417 3.994063 -3.293541 -0.274 0.156 0.325
H -1.806601 4.739812 -1.764014 0.445 -0.265 0.178
H 4.399553 2.233959 0.515404 -0.721 0.063 0.148
H 3.217713 3.606367 0.664370 0.347 -0.436 -0.197
H 3.546973 2.797995 -0.917414 -0.001 0.095 0.761
H 2.539097 0.067802 -1.687535 -0.056 0.160 0.640
H 3.701209 -0.168109 -0.394607 -0.689 0.370 0.063
H 2.209992 -1.077830 -0.380916 0.065 0.717 -0.106
H 2.112686 0.053749 2.756494 0.189 0.339 -0.232
H 2.491773 1.777648 2.970013 -0.082 -0.463 -0.455
H 3.696337 0.704111 2.278346 -0.689 0.170 -0.396
H -3.131663 1.996396 1.370676 0.936 -0.325 0.041
H -1.870631 2.555950 2.439071 0.246 -0.278 -0.802
H -1.580149 4.433743 0.369368 -0.441 -0.614 -0.272
H -2.777400 5.806279 1.752103 -0.379 -0.587 0.291
H -1.971325 4.684210 2.849321 -0.630 -0.183 -0.338
H -3.774359 4.478879 2.496464 0.596 0.098 -0.003
H -1.251654 -1.669211 0.988264 0.260 0.819 0.189
C -3.532969 -7.305883 2.284941 0.350 -0.311 -0.327
C -3.140556 -6.229110 3.258207 0.512 0.202 0.125
O -4.375791 -5.552907 3.501307 -0.231 -0.422 -0.176
C -5.378085 -6.431186 3.225458 -0.284 0.016 0.087
O -6.523914 -6.242371 3.479946 0.145 0.011 -0.053
O -4.897957 -7.551591 2.622790 -0.056 0.365 0.215
H -2.935446 -8.208050 2.396320 -0.182 -0.042 0.066
H -3.481025 -6.971516 1.245588 -0.046 0.042 0.039
H -2.768268 -6.631936 4.200016 -0.034 0.017 -0.044
H -2.398820 -5.545434 2.849168 -0.125 0.109 0.096
C 3.590758 3.349975 -6.462421 -0.396 -0.249 -0.061
C 3.809478 4.736891 -5.918080 -0.320 0.366 0.183
O 5.222812 4.790419 -5.745595 -0.008 -0.351 -0.218
C 5.772927 3.876101 -6.592618 0.368 0.029 -0.082
O 6.933157 3.781092 -6.817185 -0.160 -0.033 0.056
O 4.811622 3.083944 -7.146693 0.110 0.261 0.217
H 2.743533 3.295330 -7.144119 0.161 -0.068 -0.113
H 3.458752 2.605786 -5.672328 0.027 0.034 0.013
H 3.509450 5.515662 -6.623207 0.021 -0.047 -0.012
H 3.297301 4.900244 -4.971856 0.194 0.057 0.031
C 6.579688 -0.995513 -2.789328 0.545 0.159 0.120
C 6.210925 -1.559842 -4.135150 0.339 -0.001 -0.429
O 4.978209 -2.230619 -3.866315 -0.132 0.238 0.370
C 4.430575 -1.656513 -2.767110 -0.120 -0.300 -0.035
O 3.323801 -1.870219 -2.376550 0.666 -0.444 -0.513
O 5.305074 -0.805487 -2.170236 -0.263 -0.220 -0.235
H 7.120717 -0.054055 -2.862575 -0.184 0.051 0.120
H 7.163645 -1.693983 -2.186575 -0.070 -0.011 -0.012
H 6.034533 -0.782616 -4.882247 -0.023 -0.010 0.042
H 6.956146 -2.254269 -4.517586 -0.191 -0.117 0.008
C -2.208304 -10.136101 5.622402 -0.314 -0.479 0.020
C -1.737721 -9.429323 6.866035 -0.139 -0.119 0.487
O -0.689580 -8.592685 6.375024 -0.139 -0.030 -0.423
C -0.917112 -8.383950 5.054269 0.298 0.120 -0.009
O -0.325695 -7.598118 4.384098 -0.196 -0.097 0.020
O -1.912870 -9.189556 4.594329 0.226 0.241 0.184
H -3.272164 -10.364892 5.646082 0.024 0.130 -0.181
H -1.652222 -11.055263 5.426073 0.031 0.061 -0.004
H -2.512851 -8.800342 7.309697 0.021 0.005 -0.053
H -1.364144 -10.116245 7.622918 0.170 0.134 -0.043
C 5.002198 6.104351 4.128249 0.311 0.399 0.174
C 3.683367 6.211296 3.409605 -0.259 0.462 -0.085
O 3.529111 4.910048 2.841588 0.190 -0.166 0.211
C 4.275728 4.048045 3.587445 0.191 -0.293 0.144
O 4.236764 2.862994 3.484606 0.262 0.621 0.114
O 5.066566 4.717838 4.461780 -0.331 -0.087 -0.313
H 5.043353 6.721400 5.023725 0.037 -0.204 0.071
H 5.850772 6.352729 3.487095 -0.041 -0.040 -0.013
H 2.849665 6.401025 4.089838 0.040 -0.048 0.013
H 3.688302 6.975778 2.634521 -0.041 -0.186 -0.110
```
Forces are in eV/Å.

Results
Energy = -4907.57387 Eh
Charge = +1

Here are the Mulliken charges for atoms 1 to 5, given in e: number 1, C, carries -1.038; number 2, C, carries -0.385; number 3, C, carries -0.906; number 4, C, carries -0.128; number 5, O, carries -0.033

(2)
The following is a quantum chemistry calculation of a 8-piece molecular cluster, C38H58FN7O2PSi overall, from OMol25.

XYZ file:
```
108
Properties=species:S:1:pos:R:3:forces:R:3
C 5.956467 -0.918985 1.526821 0.011 0.069 0.008
C 4.857832 -0.862373 0.454437 -0.065 0.003 0.019
C 3.748743 0.209092 0.606780 -0.107 -0.256 -0.176
F 4.069430 1.020850 1.816422 0.032 0.051 0.058
C 3.438481 1.033339 -0.576872 0.217 0.215 0.445
C 2.094926 1.753551 -0.399445 -0.020 -0.159 -0.343
C 0.961310 0.830201 -0.790502 -0.062 0.209 -0.155
O -0.328267 1.474137 -0.762316 0.061 -0.105 0.059
Si -1.481214 0.920503 0.263903 -0.121 0.019 0.126
C -1.765374 -0.933235 0.094318 -0.047 0.175 0.038
C -3.055056 1.847536 -0.172695 0.044 0.094 -0.079
C -1.065625 1.276426 2.061241 -0.112 -0.037 0.029
P 4.660451 2.278398 -1.032970 -0.261 -0.226 -0.159
C 4.558871 3.602170 0.297384 0.121 0.101 -0.045
O 6.110403 1.560764 -0.550052 0.399 0.358 0.299
H 6.913335 -0.584914 1.122103 0.000 0.044 0.000
H 5.717918 -0.278438 2.373382 -0.013 -0.050 0.022
H 6.100402 -1.934848 1.899377 0.006 -0.013 -0.007
H 4.353174 -1.831992 0.427330 -0.036 0.041 -0.079
H 5.309364 -0.716890 -0.522075 0.054 -0.032 -0.003
H 2.834711 -0.297802 0.935547 0.028 0.051 0.148
H 2.008626 2.612887 -1.078916 0.109 0.079 0.072
H 1.950386 2.138079 0.619241 -0.087 0.032 0.019
H 0.943417 -0.071566 -0.165315 0.085 -0.030 -0.041
H 1.153129 0.530464 -1.821024 -0.153 -0.114 -0.024
H -1.378256 -1.464754 0.964911 0.030 -0.077 -0.026
H -1.300285 -1.359290 -0.795301 -0.017 0.022 -0.034
H -2.842593 -1.108305 0.044917 0.030 -0.160 -0.043
H -3.927727 1.190066 -0.158818 -0.005 0.005 0.034
H -2.973073 2.274592 -1.173691 -0.015 -0.038 -0.029
H -3.233637 2.674352 0.517807 -0.009 0.009 0.011
H -1.999559 1.442951 2.608566 0.025 -0.007 0.062
H -0.453314 2.172719 2.171904 -0.010 0.012 -0.037
H -0.549568 0.446763 2.545737 0.099 0.013 -0.018
H 4.188078 4.525925 -0.150421 -0.036 0.009 0.032
H 3.939340 3.326623 1.147781 -0.021 -0.094 -0.021
H 5.568358 3.815865 0.665961 0.018 0.037 -0.040
H 6.364353 1.860710 0.338107 -0.289 -0.352 -0.276
N 2.869625 -1.584470 -2.376045 0.095 0.144 -0.165
C 3.850141 -2.524788 -2.438087 -0.081 -0.049 -0.030
C 3.293490 -3.702221 -2.880723 0.028 -0.126 0.017
C 1.910100 -3.454287 -3.095647 0.016 0.004 0.040
C 1.690688 -2.133983 -2.776330 -0.034 0.036 0.043
H 3.025387 -0.608902 -2.057403 0.051 -0.100 0.326
H 4.860366 -2.284889 -2.156638 0.007 -0.004 0.003
H 3.817458 -4.633176 -3.033715 0.011 0.017 -0.036
H 1.167229 -4.152591 -3.448563 0.002 0.012 -0.032
H 0.789454 -1.544732 -2.809490 -0.008 -0.019 0.013
N 9.526247 1.194096 -3.242681 -0.032 -0.069 -0.020
C 8.717104 1.394151 -2.155619 0.081 0.032 -0.046
C 9.181266 2.505493 -1.498866 0.102 -0.039 0.010
C 10.315220 2.982774 -2.214576 -0.007 0.024 0.019
C 10.499679 2.154613 -3.289727 0.011 -0.016 0.022
H 9.417820 0.447771 -3.904356 -0.010 0.015 -0.003
H 7.880290 0.753536 -1.937219 -0.043 0.065 0.016
H 8.751799 2.931191 -0.607934 -0.042 -0.019 -0.013
H 10.919401 3.841831 -1.973250 -0.006 0.006 -0.008
H 11.230984 2.171935 -4.079370 -0.003 0.004 -0.004
N -5.443700 -0.750972 2.142123 0.009 0.004 0.000
C -4.620240 -1.839831 2.205358 0.027 0.038 0.034
C -5.350038 -2.942147 1.849814 -0.042 0.013 -0.002
C -6.670747 -2.499510 1.561508 0.020 -0.004 -0.030
C -6.693940 -1.143252 1.748541 0.000 0.016 0.014
H -5.166157 0.191320 2.348085 0.005 -0.003 -0.015
H -3.587017 -1.732630 2.487184 0.004 -0.032 -0.006
H -4.977540 -3.950991 1.793636 -0.003 -0.001 0.008
H -7.504197 -3.105149 1.246799 0.000 0.001 0.001
H -7.493353 -0.431111 1.641761 -0.009 -0.006 0.033
N -9.774964 1.134429 0.590008 0.031 0.016 -0.009
C -10.627576 1.855333 -0.199135 -0.011 -0.004 0.015
C -11.898783 1.660740 0.272264 0.004 -0.010 0.011
C -11.807698 0.786379 1.390353 -0.015 0.002 -0.014
C -10.483750 0.479951 1.560180 0.010 0.000 0.005
H -8.779804 1.090715 0.469172 -0.010 -0.006 -0.031
H -10.260562 2.442048 -1.023505 -0.001 -0.001 -0.001
H -12.794807 2.096346 -0.137273 0.000 -0.003 -0.001
H -12.617795 0.426079 2.002359 0.001 0.007 0.004
H -9.990241 -0.144124 2.286300 -0.003 -0.004 -0.002
N -13.706559 0.282765 6.560598 -0.004 0.000 0.004
C -13.260127 1.400560 5.908189 -0.007 -0.012 0.008
C -12.319248 1.006374 4.995612 0.018 0.000 0.004
C -12.193300 -0.406363 5.102259 0.002 0.013 -0.012
C -13.061521 -0.822171 6.075769 -0.008 0.001 0.002
H -14.399331 0.274883 7.285446 0.004 0.000 -0.006
H -13.648445 2.376148 6.145067 0.004 0.001 0.002
H -11.781665 1.651700 4.321217 -0.009 -0.002 -0.008
H -11.539660 -1.043329 4.529573 -0.001 0.000 0.001
H -13.272697 -1.804898 6.460917 0.003 0.000 0.001
N 7.328924 4.216566 -3.599963 0.069 -0.002 -0.090
C 7.623632 5.445109 -3.089153 0.008 0.021 -0.004
C 6.858861 6.373709 -3.749572 -0.010 -0.011 -0.010
C 6.069417 5.666977 -4.697910 0.020 0.008 0.016
C 6.384537 4.337434 -4.574255 0.007 0.005 -0.029
H 7.751961 3.355406 -3.288450 -0.123 0.036 0.112
H 8.345844 5.555161 -2.298483 0.002 -0.002 -0.002
H 6.858584 7.435745 -3.566390 -0.002 0.000 0.001
H 5.344025 6.082235 -5.377899 -0.003 -0.001 0.001
H 6.000384 3.471596 -5.085343 -0.024 -0.002 0.025
N 2.623502 -6.734681 -1.059506 -0.081 0.046 -0.021
C 2.086058 -7.985972 -0.950576 0.010 -0.008 0.008
C 3.089590 -8.843277 -0.577362 0.023 0.016 -0.011
C 4.280860 -8.073032 -0.459035 -0.112 -0.050 -0.009
C 3.952475 -6.777948 -0.762700 0.146 0.093 -0.002
H 2.130682 -5.898399 -1.327326 0.037 0.021 -0.009
H 1.042121 -8.162592 -1.145201 0.001 -0.004 0.001
H 2.982083 -9.902254 -0.409867 -0.002 0.000 0.000
H 5.260429 -8.427434 -0.184880 -0.004 0.000 0.010
H 4.549794 -5.882561 -0.793629 0.000 -0.001 0.007
```
Forces are in eV/Å.

Results
Energy = -2747.28729 Eh
Charge = -1

Here are the Mulliken charges for atoms 1 to 5, given in e: number 1, C, carries -1.267; number 2, C, carries -0.222; number 3, C, carries -0.102; number 4, F, carries -0.539; number 5, C, carries 0.367

- Which of these has the lowest charge?
  C38H58FN7O2PSi

- Number 1 is which compound?
  C38H58ClF6IN5O20Si

- Among the records above, which one has the lowest energy?
  C38H58ClF6IN5O20Si